This record from OMol25 describes a molecular structure, C40H30F6GeIN4O10S2Zr in a non-equilibrium geometry. The level of theory is wB97M-V/def2-TZVPD.

```
95
Properties=species:S:1:pos:R:3:mulliken_charge:R:1
Zr 0.59 0.11 0.11 1.0737
O -2.27 -2.60 2.03 -0.5161
C -1.24 -1.96 1.52 0.4327
O -1.29 -0.86 1.01 -0.1297
C 0.08 -2.68 1.59 -0.3932
C 0.32 -3.85 2.25 -0.5080
C 1.65 -4.28 2.34 -0.6571
C 2.65 -3.49 1.81 -0.8606
C 2.31 -2.31 1.16 0.3742
N 1.04 -1.97 1.02 1.3021
C 3.31 -1.28 0.66 0.0827
O 4.49 -1.47 0.84 -0.7594
O 2.73 -0.25 0.12 -0.6485
H -3.07 -2.03 1.93 0.4433
H -0.50 -4.40 2.70 0.6064
H 1.89 -5.20 2.85 0.4443
H 3.70 -3.74 1.91 0.5893
F 1.85 1.81 -4.09 -0.2517
C 0.84 2.40 -3.40 0.1053
F 0.15 3.15 -4.27 -0.2132
F 1.43 3.25 -2.53 -0.1880
S -0.28 1.05 -2.58 0.7208
O 1.03 0.73 -1.72 -0.1332
O -0.47 0.49 -3.93 -0.8264
N -1.18 2.41 -2.03 -0.1052
S -1.37 2.71 -0.55 0.9457
O -2.72 2.75 -0.05 -0.6360
O -0.43 1.91 0.33 -0.8391
C -0.78 4.44 -0.26 0.3928
F -1.01 5.14 -1.36 -0.2042
F 0.52 4.48 0.03 -0.1747
F -1.45 4.97 0.75 -0.2245
C -1.27 -0.15 -1.57 -0.6123
Ge -3.20 0.18 -1.95 2.0553
C -3.69 -1.29 -3.19 -0.0602
C -4.84 -2.08 -3.11 -0.5131
C -5.13 -3.06 -4.06 -0.7398
C -4.27 -3.26 -5.13 -0.6531
C -3.14 -2.47 -5.25 -0.8110
C -2.85 -1.50 -4.29 -0.2210
C -4.32 -0.22 -0.38 0.9608
C -5.06 0.69 0.38 -0.4172
C -5.86 0.27 1.44 -0.9573
C -5.95 -1.08 1.76 -0.4185
C -5.23 -2.00 1.02 -0.5656
C -4.42 -1.57 -0.03 -1.1023
C -3.95 1.66 -2.98 1.1835
C -5.25 2.10 -2.71 -0.3886
C -5.85 3.10 -3.46 -0.8522
C -5.16 3.67 -4.52 -0.5819
C -3.89 3.22 -4.83 -1.0042
C -3.29 2.23 -4.07 0.1764
H -1.12 -1.12 -2.07 -0.2294
H -5.54 -1.93 -2.30 0.3595
H -6.03 -3.65 -3.96 0.4102
H -4.49 -4.02 -5.87 0.3732
H -2.47 -2.60 -6.09 0.4849
H -1.95 -0.90 -4.40 0.3758
H -4.98 1.75 0.18 0.4519
H -6.41 1.00 2.01 0.4048
H -6.59 -1.40 2.57 0.3703
H -5.30 -3.06 1.25 0.4534
H -3.88 -2.31 -0.61 0.2835
H -5.82 1.64 -1.90 0.4267
H -6.85 3.44 -3.21 0.4022
H -5.62 4.46 -5.11 0.3710
H -3.35 3.65 -5.67 0.4442
H -2.28 1.91 -4.33 0.3735
I 6.45 4.50 1.42 0.0247
C 4.62 3.57 1.81 -0.2607
C 3.82 3.16 0.76 -0.7342
C 2.62 2.53 1.03 0.4939
C 2.20 2.32 2.34 0.7767
C 3.00 2.76 3.38 -0.8980
C 4.22 3.38 3.13 -0.5136
C 0.91 1.59 2.68 -0.1843
O 0.07 2.10 3.38 -0.6739
O 0.86 0.37 2.16 -0.5553
H 4.13 3.32 -0.27 0.5445
H 2.02 2.26 0.16 0.5606
H 2.66 2.62 4.40 0.4788
H 4.85 3.71 3.95 0.3856
N 2.91 -1.13 -2.83 -0.4431
C 1.81 -1.94 -2.93 0.3727
C 1.36 -2.35 -4.20 -0.8690
C 0.30 -3.21 -4.28 -0.2201
C -0.30 -3.67 -3.10 -0.6475
C 0.19 -3.19 -1.93 -0.4495
N 1.21 -2.32 -1.81 0.4647
H 3.05 -0.51 -3.61 0.2930
H 3.00 -0.65 -1.93 0.1962
H 1.84 -1.96 -5.09 0.3482
H -0.08 -3.52 -5.25 0.3795
H -1.16 -4.34 -3.12 0.4106
H -0.26 -3.51 -0.99 0.2419
```

For the strongest force on any atom, the calculation gives 0.03872 hartree/bohr. Its net charge is -1. The calculation puts the energy at -172280.8132 eV. Its relative energy (zero: lowest compared OMol25 entry of this formula, charge and spin) is 62.0 kcal per mole.


This record from OMol25 describes a molecular structure, C27H22BrNO3Pt in a non-equilibrium geometry. The level of theory is wB97M-V/def2-TZVPD.

```
55
Properties=species:S:1:pos:R:3:mulliken_charge:R:1
Pt 0.65 -0.37 0.72 1.3091
N 1.86 -1.73 -0.16 -0.4596
C 1.55 -2.91 0.53 0.3660
C 0.61 -3.85 0.12 -0.6601
C 0.49 -4.99 0.88 -0.7121
C 1.29 -5.19 2.04 -0.5842
C 2.19 -4.24 2.44 -0.8289
C 2.29 -3.05 1.70 1.0101
C 2.96 -1.85 2.09 0.7197
C 4.21 -1.85 2.75 -0.6906
C 4.66 -0.70 3.35 -0.7910
C 3.86 0.45 3.35 -0.6101
C 2.65 0.48 2.66 -0.6201
C 2.23 -0.63 1.96 0.4172
H 1.38 -1.59 -1.05 0.3722
H 2.86 -1.50 -0.18 0.4334
H 0.01 -3.69 -0.77 0.5048
H -0.22 -5.75 0.59 0.4367
H 1.16 -6.09 2.63 0.4332
H 2.76 -4.35 3.36 0.5250
H 4.79 -2.76 2.78 0.5508
H 5.62 -0.70 3.86 0.4342
H 4.20 1.34 3.87 0.4247
H 2.06 1.38 2.68 0.5511
C 0.16 3.87 1.07 -1.5101
C 0.42 2.62 0.31 0.7578
O 1.07 1.72 0.91 -0.7003
C -0.04 2.49 -1.08 0.4727
C 0.57 1.58 -1.94 -0.0076
C 0.16 1.48 -3.26 -0.9519
C -0.86 2.30 -3.73 -0.5004
C -1.46 3.23 -2.88 -0.7857
C -1.05 3.33 -1.56 -0.3760
H 0.68 3.84 2.03 0.3659
H -0.92 3.95 1.26 0.3961
H 0.47 4.75 0.50 0.4326
H 1.41 1.00 -1.60 0.6872
H 0.64 0.78 -3.93 0.4495
H -1.18 2.23 -4.76 0.4749
H -2.24 3.89 -3.25 0.4684
H -1.54 4.03 -0.91 0.3897
Br -2.76 -1.82 -3.14 -0.1323
C -3.55 -0.38 -2.19 0.2277
C -4.75 0.07 -2.71 -0.6012
C -5.42 1.13 -2.11 -0.5270
C -4.90 1.75 -0.99 -0.8147
C -3.70 1.30 -0.47 -0.5087
C -3.01 0.23 -1.04 0.1872
C -1.76 -0.12 -0.38 1.1931
O -0.90 -0.96 -0.83 -0.5879
O -1.42 0.45 0.71 -0.8559
H -5.17 -0.42 -3.58 0.4492
H -6.36 1.46 -2.53 0.4378
H -5.42 2.58 -0.53 0.4410
H -3.28 1.77 0.42 0.4975
```

For the strongest force on any atom, the calculation gives 0.04425 hartree/bohr. Its net charge is +2. The calculation puts the energy at -109259.5427 eV. Its relative energy (zero: lowest compared OMol25 entry of this formula, charge and spin) is 75.4 kcal per mole.


Q: Among the records above, which one has the lowest relative energy (zero: lowest compared OMol25 entry of this formula, charge and spin)?
A: C40H30F6GeIN4O10S2Zr